Computed, not measured: a 13-piece molecular cluster, C50H122N6O18S5 overall in a non-equilibrium geometry, with ωB97M-V/def2-TZVPD.

Results
HOMO-LUMO gap: 0.319 hartree
energy above the lowest of the compared OMol25 structures with the same formula, charge and spin: 0.0 kcal per mole

Each atom is followed by the atoms it is bonded to, with distances in Å.
Element x y z (Å)
1 S 4.119 -0.819 3.634  O13 1.485, O21 1.444, C34 1.853, C79 1.847
2 S -2.394 4.277 2.226  O9 1.452, O14 1.462, C44 1.860, C51 1.824
3 S 3.866 6.188 0.815  O15 1.472, O19 1.470, C32 1.852, C41 1.832
4 S -0.083 4.863 -4.083  O10 1.486, O23 1.482, C47 1.865, C52 1.896
5 S -4.311 1.502 -4.067  O8 1.443, O16 1.438, C54 1.849, C67 1.829
6 O -5.121 -1.901 -2.426  C68 1.400, H84 0.960
7 O 2.439 -0.582 -5.347  C62 1.422, C72 1.385
8 O -4.497 2.617 -3.169  S5 1.443
9 O -1.320 5.023 1.596  S2 1.452
10 O 0.248 3.426 -3.899  S4 1.486
11 O 2.262 1.283 7.885  C42 1.443, C66 1.435
12 O -2.376 -1.324 3.631  C58 1.389, C61 1.453
13 O 4.228 -0.763 5.114  S1 1.485
14 O -2.473 4.055 3.669  S2 1.462
15 O 3.551 7.351 -0.031  S3 1.472
16 O -5.092 0.295 -4.034  S5 1.438
17 O -0.789 -4.215 6.558  C60 1.398, C69 1.486
18 O -1.286 0.241 -0.216  C57 1.420, H110 0.960
19 O 4.773 6.373 1.956  S3 1.470
20 O 2.155 -4.626 -0.460  C48 1.413, C50 1.431
21 O 2.935 -1.264 2.938  S1 1.444
22 O -0.217 -1.793 -2.967  C36 1.397, C77 1.449
23 O -0.342 5.472 -5.409  S4 1.482
24 N 0.077 2.780 7.206  C37 1.470, H97 1.010, H140 1.010
25 N -3.234 -4.094 -3.476  C30 1.473, H159 1.010, H180 1.010
26 N 2.896 -6.204 -2.713  C70 1.473, H108 1.010, H198 1.010
27 N 0.414 -2.604 3.467  C56 1.455, H117 1.010, H137 1.010
28 N -1.825 -2.699 0.719  C73 1.431, H99 1.010, H171 1.010
29 N 1.509 -1.862 -8.676  C33 1.474, H118 1.010, H191 1.010
30 C -2.020 -3.310 -3.759  N25 1.473, C77 1.600, C78 1.579, H193 1.090
31 C 1.026 -2.996 -6.532  C33 1.588, H101 1.090, H141 1.090, H166 1.090
32 C 2.286 5.402 1.376  S3 1.852, C46 1.598, H128 1.090, H179 1.090
33 C 1.292 -1.601 -7.242  N29 1.474, C31 1.588, C72 1.507, H130 1.090
34 C 4.488 0.838 2.891  S1 1.853, C64 1.501, H151 1.090, H164 1.090
35 C -4.439 4.379 0.567  C44 1.471, C49 1.529, H115 1.090, H162 1.090
36 C 0.866 -2.604 -2.619  O22 1.397, H86 1.090, H167 1.090, H190 1.090
37 C 0.596 1.746 6.299  N24 1.470, C42 1.522, C63 1.479, H195 1.090
38 C -2.813 2.504 -6.125  C67 1.523, C74 1.533, H122 1.090, H197 1.090
39 C 4.566 -7.356 -1.423  C70 1.531, H81 1.090, H120 1.090, H168 1.090
40 C -2.987 -3.955 2.470  C73 1.559, H155 1.090, H169 1.090, H199 1.090
41 C 4.414 4.762 -0.198  S3 1.832, C75 1.528, H87 1.090, H158 1.090
42 C 2.102 1.710 6.515  O11 1.443, C37 1.522, H107 1.090, H133 1.090
43 C -7.247 -1.438 -1.236  C68 1.578, H111 1.090, H136 1.090, H187 1.090
44 C -3.981 5.122 1.751  S2 1.860, C35 1.471, H114 1.090, H135 1.090
45 C 6.121 -0.700 1.844  C64 1.537, C79 1.493, H112 1.090, H144 1.090
46 C 2.673 3.853 1.449  C32 1.598, C75 1.539, H93 1.090, H139 1.090
47 C 1.188 5.790 -3.080  S4 1.865, C59 1.586, H82 1.090, H175 1.090
48 C 3.452 -5.166 -0.612  O20 1.413, C70 1.549, H94 1.090, H200 1.090
49 C -4.145 2.881 0.650  C35 1.529, C51 1.550, H96 1.090, H100 1.090
50 C 2.169 -3.382 0.247  O20 1.431, H90 1.090, H134 1.090, H196 1.090
51 C -2.726 2.765 1.263  S2 1.824, C49 1.550, H177 1.090, H181 1.090
52 C -1.513 5.436 -2.978  S4 1.896, C55 1.535, H148 1.090, H201 1.090
53 C -4.854 -0.439 -0.663  C68 1.519, H127 1.090, H145 1.090, H183 1.090
54 C -2.493 1.170 -4.138  S5 1.849, C74 1.481, H83 1.090, H178 1.090
55 C -0.909 6.004 -1.687  C52 1.535, C59 1.545, H116 1.090, H126 1.090
56 C 0.517 -3.164 4.806  N27 1.455, C60 1.575, C76 1.565, H149 1.090
57 C 0.107 0.170 -0.485  O18 1.420, C65 1.538, C71 1.515, H85 1.090
58 C -2.807 -0.452 4.622  O12 1.389, H129 1.090, H142 1.090, H152 1.090
59 C 0.398 6.729 -2.076  C47 1.586, C55 1.545, H95 1.090, H138 1.090
60 C -0.807 -3.926 5.191  O17 1.398, C56 1.575, H102 1.090, H161 1.090
61 C -3.220 -1.426 2.453  O12 1.453, C73 1.576, H163 1.090, H185 1.090
62 C 1.610 0.486 -4.908  O7 1.422, H106 1.090, H121 1.090, H173 1.090
63 C 0.166 2.028 4.913  C37 1.479, H92 1.090, H124 1.090, H160 1.090
64 C 5.846 0.755 2.257  C34 1.501, C45 1.537, H131 1.090, H157 1.090
65 C 0.788 0.316 0.887  C57 1.538, H80 1.090, H113 1.090, H176 1.090
66 C 3.615 1.049 8.303  O11 1.435, H98 1.090, H125 1.090, H170 1.090
67 C -4.263 2.246 -5.737  S5 1.829, C38 1.523, H103 1.090, H172 1.090
68 C -5.680 -1.606 -1.176  O6 1.400, C43 1.578, C53 1.519, H89 1.090
69 C 0.192 -5.252 6.972  O17 1.486, H123 1.090, H150 1.090, H192 1.090
70 C 3.282 -6.528 -1.329  N26 1.473, C39 1.531, C48 1.549, H184 1.090
71 C 0.432 1.266 -1.480  C57 1.515, H146 1.090, H147 1.090, H194 1.090
72 C 2.486 -0.855 -6.704  O7 1.385, C33 1.507, H91 1.090, H156 1.090
73 C -2.991 -2.697 1.549  N28 1.431, C40 1.559, C61 1.576, H119 1.090
74 C -1.971 1.381 -5.507  C38 1.533, C54 1.481, H132 1.090, H182 1.090
75 C 3.591 3.555 0.250  C41 1.528, C46 1.539, H109 1.090, H143 1.090
76 C 0.857 -1.957 5.743  C56 1.565, H104 1.090, H165 1.090, H174 1.090
77 C -1.525 -2.308 -2.615  O22 1.449, C30 1.600, H153 1.090, H189 1.090
78 C -2.281 -2.525 -5.104  C30 1.579, H88 1.090, H186 1.090, H188 1.090
79 C 5.671 -1.569 2.971  S1 1.847, C45 1.493, H105 1.090, H154 1.090
80 H 1.756 0.802 0.766  C65 1.090
81 H 4.510 -8.222 -2.083  C39 1.090
82 H 1.872 5.090 -2.599  C47 1.090
83 H -2.252 0.213 -3.674  C54 1.090
84 H -5.053 -1.079 -2.918  O6 0.960
85 H 0.522 -0.793 -0.785  C57 1.090
86 H 1.312 -3.127 -3.465  C36 1.090
87 H 5.499 4.667 -0.171  C41 1.090
88 H -1.365 -1.987 -5.349  C78 1.090
89 H -5.541 -2.441 -0.490  C68 1.090
90 H 2.724 -3.473 1.180  C50 1.090
91 H 2.731 0.001 -7.332  C72 1.090
92 H -0.908 2.142 4.771  C63 1.090
93 H 1.849 3.141 1.398  C46 1.090
94 H 4.233 -4.515 -1.006  C48 1.090
95 H 0.104 7.636 -2.604  C59 1.090
96 H -4.129 2.394 -0.325  C49 1.090
97 H 0.594 3.632 7.044  N24 1.010
98 H 4.231 1.917 8.064  C66 1.090
99 H -1.192 -3.081 1.407  N28 1.010
100 H -4.909 2.343 1.213  C49 1.090
101 H 0.039 -3.423 -6.711  C31 1.090
102 H -1.645 -3.236 5.090  C60 1.090
103 H -4.711 1.453 -6.335  C67 1.090
104 H 1.691 -1.395 5.321  C76 1.090
105 H 6.375 -1.478 3.798  C79 1.090
106 H 0.538 0.293 -4.925  C62 1.090
107 H 2.477 0.989 5.787  C42 1.090
108 H 2.627 -7.102 -3.088  N26 1.010
109 H 3.126 3.102 -0.626  C75 1.090
110 H -1.469 -0.614 0.179  O18 0.960
111 H -7.531 -0.648 -0.541  C43 1.090
112 H 5.550 -0.925 0.942  C45 1.090
113 H 0.800 -0.638 1.414  C65 1.090
114 H -3.887 6.205 1.832  C44 1.090
115 H -4.029 4.834 -0.335  C35 1.090
116 H -1.537 6.684 -1.112  C55 1.090
117 H -0.485 -2.147 3.406  N27 1.010
118 H 0.658 -2.255 -9.052  N29 1.010
119 H -3.858 -2.827 0.900  C73 1.090
120 H 4.923 -7.716 -0.458  C39 1.090
121 H 1.867 0.765 -3.886  C62 1.090
122 H -2.559 2.535 -7.185  C38 1.090
123 H 0.121 -5.392 8.051  C69 1.090
124 H 0.577 2.941 4.480  C63 1.090
125 H 3.754 0.774 9.348  C66 1.090
126 H -0.687 5.194 -0.993  C55 1.090
127 H -3.837 -0.829 -0.627  C53 1.090
128 H 1.636 5.612 0.527  C32 1.090
129 H -2.720 0.556 4.215  C58 1.090
130 H 0.349 -1.065 -7.132  C33 1.090
131 H 6.598 1.050 2.989  C64 1.090
132 H -2.139 0.453 -6.053  C74 1.090
133 H 2.525 2.674 6.234  C42 1.090
134 H 1.168 -3.082 0.558  C50 1.090
135 H -4.637 4.919 2.597  C44 1.090
136 H -7.705 -2.396 -0.990  C43 1.090
137 H 1.214 -2.016 3.280  N27 1.010
138 H 1.010 7.007 -1.218  C59 1.090
139 H 3.333 3.703 2.304  C46 1.090
140 H 0.426 2.500 8.112  N24 1.010
141 H 1.773 -3.732 -6.831  C31 1.090
142 H -2.309 -0.498 5.591  C58 1.090
143 H 4.163 2.667 0.520  C75 1.090
144 H 7.166 -0.898 1.607  C45 1.090
145 H -4.869 0.383 -1.378  C53 1.090
146 H 0.021 2.208 -1.117  C71 1.090
147 H 1.502 1.462 -1.543  C71 1.090
148 H -1.918 6.230 -3.607  C52 1.090
149 H 1.352 -3.862 4.758  C56 1.090
150 H -0.089 -6.206 6.527  C69 1.090
151 H 3.646 1.002 2.217  C34 1.090
152 H -3.842 -0.761 4.766  C58 1.090
153 H -2.225 -1.503 -2.388  C77 1.090
154 H 5.459 -2.627 2.817  C79 1.090
155 H -2.090 -3.872 3.084  C40 1.090
156 H 3.392 -1.431 -6.893  C72 1.090
157 H 5.960 1.475 1.447  C64 1.090
158 H 4.163 4.980 -1.236  C41 1.090
159 H -3.966 -3.444 -3.227  N25 1.010
160 H 0.636 1.273 4.282  C63 1.090
161 H -1.071 -4.831 4.645  C60 1.090
162 H -5.493 4.510 0.322  C35 1.090
163 H -3.270 -0.512 1.862  C61 1.090
164 H 4.524 1.650 3.617  C34 1.090
165 H 0.050 -1.225 5.727  C76 1.090
166 H 1.045 -2.923 -5.445  C31 1.090
167 H 0.623 -3.359 -1.871  C36 1.090
168 H 5.420 -6.766 -1.754  C39 1.090
169 H -3.873 -3.908 3.102  C40 1.090
170 H 4.224 0.348 7.733  C66 1.090
171 H -2.051 -3.483 0.124  N28 1.010
172 H -4.942 3.089 -5.866  C67 1.090
173 H 1.712 1.391 -5.507  C62 1.090
174 H 1.038 -2.176 6.795  C76 1.090
175 H 1.759 6.320 -3.842  C47 1.090
176 H 0.246 1.062 1.468  C65 1.090
177 H -2.645 1.864 1.871  C51 1.090
178 H -2.126 2.021 -3.566  C54 1.090
179 H 1.972 5.810 2.337  C32 1.090
180 H -3.133 -4.646 -2.637  N25 1.010
181 H -1.945 2.719 0.504  C51 1.090
182 H -0.916 1.641 -5.585  C74 1.090
183 H -5.110 -0.142 0.354  C53 1.090
184 H 2.462 -7.051 -0.838  C70 1.090
185 H -4.248 -1.586 2.779  C61 1.090
186 H -3.093 -1.798 -5.100  C78 1.090
187 H -7.616 -0.902 -2.110  C43 1.090
188 H -2.394 -3.233 -5.925  C78 1.090
189 H -1.457 -2.828 -1.660  C77 1.090
190 H 1.600 -1.949 -2.151  C36 1.090
191 H 2.209 -2.546 -8.923  N29 1.010
192 H 1.204 -5.055 6.619  C69 1.090
193 H -1.217 -4.033 -3.901  C30 1.090
194 H 0.018 1.036 -2.462  C71 1.090
195 H 0.289 0.746 6.605  C37 1.090
196 H 2.607 -2.577 -0.343  C50 1.090
197 H -2.676 3.470 -5.639  C38 1.090
198 H 1.990 -5.758 -2.684  N26 1.010
199 H -2.934 -4.956 2.041  C40 1.090
200 H 3.751 -5.350 0.420  C48 1.090
201 H -2.234 4.621 -2.915  C52 1.090